Record 1
Molecular formula: C5H8O2
Method: DFT, wB97M-V/def2-TZVPD

XYZ file:
```
15
Properties=species:S:1:pos:R:3:forces:R:3
C -1.170 1.001 -1.092 0.921 -0.291 -0.124
C -0.503 1.167 0.184 0.597 -0.557 0.896
O -0.369 2.184 0.841 -0.326 -0.504 -0.133
C 0.505 -0.002 0.431 -0.418 -0.035 0.559
O 1.602 0.500 1.102 0.054 0.007 0.470
C 0.780 -1.252 -0.401 -0.032 0.383 -0.110
C -0.092 -1.320 0.820 -0.074 -0.185 0.416
H 0.020 0.828 -1.197 -1.754 1.351 -2.990
H -1.480 0.006 -1.397 -0.213 -0.088 0.425
H -1.848 1.795 -1.461 1.099 -0.255 0.034
H 1.258 1.334 1.476 0.288 -0.008 0.124
H 1.797 -1.637 -0.302 -0.277 0.291 0.029
H 0.347 -1.421 -1.386 -0.014 0.160 0.268
H -1.161 -1.439 0.655 0.194 -0.013 0.149
H 0.313 -1.744 1.727 -0.045 -0.255 -0.014
```
Positions in Å, forces in eV/Å.

The highest occupied orbital energy is -9.51 eV. Its total energy is -345.6936 Ha. As for the SMILES: CC(=O)C1(O)CC1.

---

Record 2
Molecular formula: C5H8O2
Method: DFT, wB97M-V/def2-TZVPD

XYZ file:
```
15
Properties=species:S:1:pos:R:3:forces:R:3
C 1.793 0.415 -0.163 -0.153 0.185 -0.002
C 0.351 0.100 0.255 0.003 0.090 -0.176
O 0.294 -0.217 1.635 0.130 -0.334 0.144
C -1.120 0.776 0.075 0.261 0.308 0.046
C -1.704 -0.627 -0.279 -0.011 -0.132 -0.098
C -0.291 -0.893 -0.721 0.033 -0.428 -0.380
O 0.126 -1.220 -1.806 -0.089 -0.196 0.519
H 2.199 1.373 0.167 -0.267 0.013 0.012
H 2.419 -0.376 0.287 -0.242 0.226 -0.097
H 1.935 0.293 -1.240 -0.193 0.222 0.147
H 1.187 -0.384 1.954 -0.089 -0.123 -0.084
H -1.455 1.177 1.033 0.132 0.009 -0.175
H -1.300 1.491 -0.732 0.427 -0.121 0.066
H -1.991 -1.186 0.614 0.040 0.149 -0.105
H -2.441 -0.723 -1.078 0.019 0.133 0.183
```
Positions in Å, forces in eV/Å.

The highest occupied orbital energy is -9.16 eV. Its total energy is -345.7434 Ha.

---

Record 3
Molecular formula: C5H8O2
Method: DFT, wB97M-V/def2-TZVPD

XYZ file:
```
15
Properties=species:S:1:pos:R:3:forces:R:3
O 2.553 0.580 0.952 -0.046 0.249 0.069
C 1.828 0.058 -0.146 -0.148 -0.182 -0.311
C 0.441 -0.297 0.340 0.339 -0.147 -0.042
O -0.303 0.819 0.879 -0.012 0.018 0.157
C -1.508 0.151 0.502 -0.379 -0.021 0.103
C -1.728 0.242 -0.956 0.000 0.122 -0.065
C -0.778 -0.808 -0.414 0.058 -0.318 0.005
H 1.999 1.265 1.352 0.163 -0.065 -0.043
H 1.856 0.740 -1.007 -0.212 -0.020 0.139
H 2.327 -0.873 -0.436 -0.032 0.137 -0.045
H 0.597 -0.999 1.170 0.057 -0.024 -0.018
H -2.213 -0.057 1.298 -0.151 0.117 -0.195
H -1.442 1.132 -1.511 0.153 -0.150 0.126
H -2.661 -0.219 -1.283 0.215 0.123 0.004
H -0.970 -1.861 -0.585 -0.005 0.159 0.115
```
Positions in Å, forces in eV/Å.

The highest occupied orbital energy is -9.76 eV. Its total energy is -345.6994 Ha.

---

Record 4
Molecular formula: C5H8O2
Method: DFT, wB97M-V/def2-TZVPD

XYZ file:
```
15
Properties=species:S:1:pos:R:3:forces:R:3
C 1.701 -0.647 0.070 0.077 0.023 0.026
C 0.462 0.162 0.367 0.108 0.259 -0.032
C 0.496 1.476 0.626 -0.106 0.063 -0.252
O -1.775 0.196 -1.795 -0.190 -0.026 0.541
C -1.665 0.438 -0.615 -0.103 -0.045 -0.460
C -0.911 -0.526 0.303 -0.020 0.125 0.135
O -0.896 -1.789 -0.297 0.145 -0.022 -0.167
H 2.562 0.022 0.008 -0.082 -0.052 -0.068
H 1.679 -1.295 -0.816 -0.303 0.349 0.167
H 1.884 -1.316 0.920 -0.083 0.048 -0.093
H -0.381 2.024 0.992 0.318 -0.249 -0.283
H 1.348 2.099 0.359 0.158 -0.299 0.586
H -2.018 1.392 -0.186 -0.030 -0.159 -0.088
H -1.371 -0.608 1.297 0.027 0.107 -0.216
H -1.115 -1.630 -1.235 0.083 -0.121 0.203
```
Positions in Å, forces in eV/Å.

The highest occupied orbital energy is -9.67 eV. Its total energy is -345.7472 Ha. As for the SMILES: C=C(C)[C@H](O)C=O.

---

Record 5
Molecular formula: C5H8O2
Method: DFT, wB97M-V/def2-TZVPD

XYZ file:
```
15
Properties=species:S:1:pos:R:3:forces:R:3
C 0.707 2.761 -1.125 3.386 -1.479 -0.336
C 0.308 -2.246 -0.606 -0.561 1.596 -1.496
C -0.814 -1.750 0.300 1.587 1.883 1.942
C -0.127 0.490 1.523 -1.215 0.617 -1.485
C -1.001 -0.206 0.812 0.240 -2.150 -2.100
O 1.780 2.477 -0.598 -2.232 0.666 -0.434
O 0.406 -2.410 0.765 0.032 0.329 0.192
H 0.270 3.711 -1.180 -0.628 2.046 0.941
H 0.179 -3.132 -1.282 0.014 0.627 0.962
H 0.985 -1.432 -1.092 -1.169 -1.352 1.031
H -1.638 -2.340 0.668 -0.447 -0.340 -0.915
H 0.813 0.117 1.764 1.367 -0.855 0.775
H -0.248 1.565 1.579 -0.205 -0.037 0.481
H 0.251 2.118 -1.855 -0.508 -1.241 -0.183
H -1.871 0.276 0.328 0.338 -0.311 0.625
```
Positions in Å, forces in eV/Å.

The highest occupied orbital energy is -9.94 eV. Its total energy is -345.6484 Ha. As for the SMILES: C=C[C@H]1CO1.C=O.

---

Record 6
Molecular formula: C5H8O2
Method: DFT, wB97M-V/def2-TZVPD

XYZ file:
```
15
Properties=species:S:1:pos:R:3:forces:R:3
C -0.547 1.517 -0.205 -0.082 0.060 -0.025
C -0.650 0.057 0.170 -0.209 0.046 -0.005
C -0.073 -0.944 -0.787 -0.197 -0.057 -0.006
C -1.376 -0.397 1.184 -0.178 -0.004 0.061
O 1.793 0.103 0.927 0.314 -0.289 -0.305
C 2.142 -0.471 -0.069 0.080 0.239 0.331
O 1.352 -0.885 -1.071 -0.086 0.123 0.371
H 0.287 1.710 -0.890 -0.156 -0.111 0.166
H -0.410 2.155 0.676 -0.053 -0.228 -0.180
H -1.471 1.821 -0.711 0.129 0.067 0.014
H -0.573 -0.799 -1.750 0.287 -0.086 -0.028
H -0.296 -1.956 -0.437 0.126 0.079 -0.048
H -1.990 0.264 1.792 0.259 -0.047 0.032
H -1.381 -1.456 1.441 -0.133 0.207 -0.132
H 3.193 -0.720 -0.271 -0.102 0.000 -0.247
```
Positions in Å, forces in eV/Å.

The highest occupied orbital energy is -9.21 eV. Its total energy is -345.7645 Ha. As for the SMILES: C=C(C)COC=O.

---

Record 7
Molecular formula: C5H8O2
Method: DFT, wB97M-V/def2-TZVPD

XYZ file:
```
15
Properties=species:S:1:pos:R:3:forces:R:3
C -0.293 1.640 1.572 -0.227 0.572 0.654
C 0.515 0.689 0.787 0.945 -0.074 0.636
C 0.101 -0.530 0.541 -0.482 0.915 1.147
O -0.591 -2.243 -0.638 -1.498 0.595 -4.164
C 0.443 -1.320 -0.644 0.303 -0.355 0.677
C 0.204 -0.318 -1.759 -0.552 -1.073 -1.718
O -0.783 -0.538 -2.439 0.026 0.619 0.161
H -0.354 1.314 2.612 -0.042 0.185 0.111
H -1.319 1.714 1.189 0.262 -0.139 0.040
H 0.122 2.643 1.546 0.076 0.114 0.121
H 1.560 0.824 0.570 0.261 1.109 -0.692
H -0.805 -0.851 1.036 -0.319 -0.154 -0.322
H 1.433 -1.747 -0.784 0.320 -0.197 0.336
H 0.887 0.474 -2.096 0.129 0.047 0.734
H -1.119 -1.752 -1.493 0.798 -2.164 2.279
```
Positions in Å, forces in eV/Å.

The highest occupied orbital energy is -9.41 eV. Its total energy is -345.7018 Ha. As for the SMILES: C/C=C/[C@@H](O)C=O.

---

Record 8
Molecular formula: C5H8O2
Method: DFT, wB97M-V/def2-TZVPD

XYZ file:
```
15
Properties=species:S:1:pos:R:3:forces:R:3
C -0.404 -0.485 -0.677 0.054 0.414 0.340
C -1.191 -0.968 0.546 -1.665 -0.459 -1.435
C -0.549 0.993 -0.366 2.454 -0.352 -0.614
C 0.380 1.595 0.591 2.452 -0.079 2.396
C 0.975 -1.061 -0.578 1.398 -2.273 -0.732
O -2.201 -0.439 0.911 0.016 -0.080 0.561
O -1.391 1.648 -0.837 -2.907 1.714 -1.918
H -0.831 -0.659 -1.685 -0.372 -0.095 0.971
H -0.823 -1.869 1.012 0.456 -0.628 0.613
H 1.121 0.824 0.916 -0.163 0.804 -0.339
H -0.208 1.665 1.538 0.333 0.908 -0.669
H 0.981 2.540 0.279 -1.623 -1.562 0.531
H 1.280 -1.657 -1.497 -0.644 0.500 1.128
H 1.065 -1.744 0.311 -0.032 0.401 -0.855
H 1.795 -0.384 -0.464 0.243 0.788 0.024
```
Positions in Å, forces in eV/Å.

The highest occupied orbital energy is -9.49 eV. Its total energy is -345.7418 Ha. As for the SMILES: CC(=O)[C@@H](C)C=O.

---

Record 9
Molecular formula: C5H8O2
Method: DFT, wB97M-V/def2-TZVPD

XYZ file:
```
15
Properties=species:S:1:pos:R:3:forces:R:3
O -1.656 -1.384 0.919 0.083 0.177 0.420
C -0.436 -1.243 0.223 0.165 -0.135 -0.090
C -0.519 -0.370 -1.051 -0.220 0.027 -0.097
C 0.630 0.490 -0.507 -0.237 -0.108 0.138
O 1.741 0.903 -1.223 -0.092 0.128 -0.138
C 0.203 1.122 0.773 -0.091 0.186 0.054
C 0.660 -0.323 0.769 0.103 -0.179 0.163
H -1.895 -0.527 1.306 0.109 -0.294 -0.142
H -0.081 -2.261 0.042 0.022 0.205 -0.010
H -0.330 -0.857 -2.011 0.054 -0.050 0.230
H -1.517 0.081 -1.044 0.196 0.370 -0.450
H 1.547 1.753 -1.639 0.019 -0.162 0.090
H 0.916 1.808 1.222 -0.084 -0.140 -0.084
H -0.843 1.392 0.929 0.144 -0.029 -0.008
H 1.523 -0.617 1.359 -0.170 0.006 -0.077
```
Positions in Å, forces in eV/Å.

The highest occupied orbital energy is -9.75 eV. Its total energy is -345.7250 Ha. As for the SMILES: O[C@H]1C[C@@]2(O)C[C@@H]12.

---

Record 10
Molecular formula: C5H8O2
Method: DFT, wB97M-V/def2-TZVPD

XYZ file:
```
15
Properties=species:S:1:pos:R:3:forces:R:3
O -0.816 1.401 1.695 -0.021 0.224 -0.143
C 0.726 0.149 1.123 0.114 -0.194 -0.075
C 0.864 -0.068 -0.305 0.212 0.039 0.201
C -0.486 0.520 -0.792 -0.091 0.046 -0.295
C -0.935 -0.756 -1.276 -0.132 -0.070 -0.008
O -1.896 -1.182 -1.884 0.289 0.141 0.166
C 0.355 -1.456 -0.781 0.026 -0.171 -0.010
H -0.571 2.327 1.535 -0.075 -0.148 0.093
H 1.386 0.807 1.685 -0.122 -0.069 -0.114
H 0.200 -0.593 1.714 0.040 0.106 -0.118
H 1.795 0.310 -0.740 -0.152 -0.054 0.056
H -1.198 1.092 0.814 0.034 0.069 0.142
H -0.634 1.533 -1.160 -0.034 -0.133 0.107
H 0.255 -2.239 -0.019 -0.008 0.128 -0.096
H 0.956 -1.845 -1.609 -0.081 0.086 0.094
```
Positions in Å, forces in eV/Å.

The highest occupied orbital energy (alpha / beta) is -7.86 / -7.86 eV. Its total energy is -345.6285 Ha.

---

Record 11
Molecular formula: C5H8O2
Method: DFT, wB97M-V/def2-TZVPD

XYZ file:
```
15
Properties=species:S:1:pos:R:3:forces:R:3
C 0.920 0.313 -0.973 0.104 0.287 0.086
C 0.080 0.219 0.251 -0.037 0.118 -0.067
C -1.195 0.941 0.540 -0.194 0.016 -0.097
C -0.005 1.081 1.469 0.139 0.056 0.120
O 0.098 -1.207 0.602 0.088 -0.187 -0.227
C 0.284 -1.936 -0.460 -0.185 -0.200 0.207
O -0.333 -1.946 -1.619 0.101 0.189 0.173
H 0.558 1.065 -1.687 0.055 -0.126 0.076
H -0.239 -0.997 -1.894 -0.080 -0.041 -0.038
H 1.971 0.515 -0.744 -0.127 -0.045 -0.027
H -1.456 1.772 -0.110 0.064 -0.153 0.094
H -2.041 0.370 0.913 0.157 0.060 -0.061
H 0.570 2.002 1.447 -0.104 -0.150 -0.027
H -0.080 0.604 2.443 0.008 0.057 -0.168
H 0.679 -2.920 -0.198 0.011 0.119 -0.044
```
Positions in Å, forces in eV/Å.

The highest occupied orbital energy (alpha / beta) is -7.27 / -7.27 eV. Its total energy is -345.6167 Ha.

---

Record 12
Molecular formula: C5H8O2
Method: DFT, wB97M-V/def2-TZVPD

XYZ file:
```
15
Properties=species:S:1:pos:R:3:forces:R:3
C 0.739 -1.761 0.798 -0.010 0.179 0.233
C -0.104 -0.541 0.658 2.480 -0.804 -1.742
O -1.254 -0.616 1.271 -2.497 1.560 0.238
C 0.526 0.750 0.224 0.014 -0.061 0.613
C 0.067 1.181 -1.171 -0.043 -0.591 0.714
C -1.474 0.874 -1.076 -0.486 1.963 -3.121
O -2.207 1.324 -1.924 0.899 -1.103 1.827
H 1.127 -1.797 1.826 0.111 -0.176 -0.022
H 0.144 -2.663 0.639 0.109 0.060 -0.018
H 1.588 -1.736 0.111 -0.103 -0.064 0.085
H -1.767 0.095 0.761 0.146 -1.171 1.205
H 0.183 1.512 0.940 0.224 0.105 -0.072
H 1.614 0.646 0.308 -0.172 0.168 -0.071
H 0.341 2.217 -1.418 -0.433 -0.141 -0.024
H 0.475 0.516 -1.947 -0.238 0.076 0.153
```
Positions in Å, forces in eV/Å.

The highest occupied orbital energy (alpha / beta) is -6.47 / -8.46 eV. Its total energy is -345.6587 Ha.

---

Record 13
Molecular formula: C5H8O2
Method: DFT, wB97M-V/def2-TZVPD

XYZ file:
```
15
Properties=species:S:1:pos:R:3:forces:R:3
C -2.168 -0.488 0.319 0.572 4.219 4.156
C -1.373 0.486 -0.468 8.296 0.185 7.530
C 0.150 -0.010 -0.690 -2.844 12.557 3.868
C 0.866 0.062 0.572 4.740 5.477 1.450
C 2.406 -0.304 0.302 -11.746 -3.478 -4.320
H -2.033 -0.177 1.369 0.101 -1.282 1.016
H -1.181 1.543 -0.399 -1.115 0.348 1.404
H -1.753 0.288 -1.222 -6.129 -2.006 -13.678
H 0.683 0.598 -1.608 -1.196 -0.217 2.614
H 0.277 -0.754 -1.133 0.936 -12.733 -5.951
H 0.568 -0.321 1.545 -0.479 -0.590 -0.439
H 1.009 1.413 0.954 -0.631 -3.776 -1.129
H 3.006 0.011 0.874 8.986 5.255 7.993
O -3.088 -1.156 0.009 -0.746 -1.632 -1.589
O 2.633 -1.191 -0.423 1.255 -2.328 -2.926
```
Positions in Å, forces in eV/Å.

The highest occupied orbital energy is -9.78 eV. Its total energy is -345.5210 Ha.

---

Record 14
Molecular formula: C5H8O2
Method: DFT, wB97M-V/def2-TZVPD

XYZ file:
```
15
Properties=species:S:1:pos:R:3:forces:R:3
O -0.471 1.884 1.638 0.142 -0.078 -0.140
C -0.001 1.679 0.299 0.353 -0.217 -0.737
C 0.353 0.183 0.077 0.157 -0.129 -0.340
C -0.828 -0.768 -0.063 -0.464 -0.185 0.403
C -0.050 -1.878 -0.724 0.409 0.259 -0.329
C 0.897 -0.704 -1.308 -0.760 0.288 0.308
O 1.455 -0.477 -2.343 -0.682 -0.233 1.619
H -0.553 2.843 1.778 0.048 -0.539 -0.104
H 0.876 2.313 0.129 -0.003 -0.115 -0.134
H -0.794 1.980 -0.402 0.213 -0.102 -0.035
H 1.018 -0.121 0.901 -0.133 -0.072 -0.266
H -1.328 -1.190 0.797 -0.306 0.638 0.515
H -1.542 -0.319 -0.767 -0.033 -0.198 0.235
H -0.710 -2.603 -1.236 0.925 0.418 -0.646
H 0.483 -2.436 0.062 0.133 0.267 -0.349
```
Positions in Å, forces in eV/Å.

The highest occupied orbital energy is -9.59 eV. Its total energy is -345.7255 Ha. As for the SMILES: O=C1CC[C@@H]1CO.

---

Record 15
Molecular formula: C5H8O2
Method: DFT, wB97M-V/def2-TZVPD

XYZ file:
```
15
Properties=species:S:1:pos:R:3:forces:R:3
O 2.429 -0.730 0.826 -0.124 -0.415 -0.401
C 2.097 -1.401 -0.123 0.176 0.089 0.296
C -0.491 0.410 0.654 0.004 0.122 0.073
C -1.618 1.122 0.495 0.054 0.040 0.087
C -2.339 0.127 -0.403 -0.159 -0.036 -0.103
C -1.001 -0.645 -0.264 0.145 -0.383 -0.182
O -0.565 -1.652 -0.764 -0.222 0.454 0.237
H 2.597 1.442 0.160 -0.054 0.111 -0.044
H 1.823 -2.463 -0.017 0.088 0.064 -0.017
H 2.044 -0.986 -1.147 0.032 -0.001 0.131
H 0.435 0.545 1.200 -0.192 0.048 -0.089
H -1.925 2.091 0.875 0.022 -0.141 -0.034
H 2.304 2.067 -0.123 0.059 0.016 -0.017
H -2.593 0.450 -1.418 0.060 -0.025 0.137
H -3.199 -0.377 0.049 0.110 0.056 -0.075
```
Positions in Å, forces in eV/Å.

The highest occupied orbital energy is -9.93 eV. Its total energy is -345.6735 Ha.

---

Record 16
Molecular formula: C5H8O2
Method: DFT, wB97M-V/def2-TZVPD

XYZ file:
```
15
Properties=species:S:1:pos:R:3:forces:R:3
O 0.462 -0.590 2.697 -0.138 0.076 -0.084
C -0.327 0.167 1.983 0.285 -0.085 -0.052
C 0.414 0.745 0.806 0.000 -0.007 -0.053
C -0.080 0.155 -0.513 -0.017 -0.156 0.082
C -0.784 1.008 -1.476 -0.324 0.097 -0.017
O 0.598 0.719 -1.631 0.199 0.027 -0.170
C -0.225 -1.352 -0.584 -0.090 0.030 0.132
H 1.379 -0.646 2.338 -0.095 0.062 0.072
H -0.931 -1.738 0.175 0.281 0.237 -0.316
H 1.508 0.569 0.864 -0.077 -0.071 -0.005
H 0.260 1.831 0.790 -0.030 -0.172 0.006
H -1.439 0.551 -2.217 0.089 0.038 0.125
H -1.016 2.044 -1.228 0.028 -0.172 0.035
H 0.753 -1.824 -0.423 -0.159 0.057 0.032
H -0.574 -1.640 -1.581 0.047 0.039 0.213
```
Positions in Å, forces in eV/Å.

The highest occupied orbital energy is -8.82 eV. Its total energy is -345.6602 Ha.